{"formula": "CH4N2OS", "method": "ωB97M-V/def2-TZVPD", "species": ["N", "C", "S", "N", "O", "H", "H", "H", "H"], "positions_angstrom": [[1.475846, -0.322416, 0.104265], [0.074844, -0.236446, -0.080747], [-0.810998, -1.271903, -1.005439], [-0.496367, 0.969433, 0.589812], [0.410128, 1.843714, 1.130446], [1.901789, 0.279836, 0.809072], [1.851413, -1.323772, 0.041892], [-1.172764, 1.359471, -0.007808], [-0.190907, 2.174750, 1.826244]], "forces_ev_per_a": [[-1.44, -1.99, 0.11], [1.65, 2.22, 1.30], [0.13, 0.55, 0.55], [0.88, -5.23, -1.63], [-0.50, 1.22, 0.74], [-0.33, -0.30, -0.28], [-0.81, 2.30, 0.01], [-0.80, 0.97, -0.92], [1.21, 0.26, 0.12]], "nbo_charge": [-0.82, 0.21, -0.16, -0.35, -0.56, 0.41, 0.41, 0.37, 0.49], "charge": 0, "spin_multiplicity": 1, "smiles": "NC(=S)NO", "homo_ev": -8.7, "e_lumo_ev": 0.618}